(1)
Entry from the Open Molecules 2025 dataset: a single C4H4N4 molecule in a non-equilibrium geometry (the ωB97M-V functional and the def2-TZVPD basis).

## Properties
2S+1   1
Electronic energy   -10169.1750 eV
Kohn-Sham gap   8.8 eV
LUMO level   -0.29 eV
Energy relative to the best compared isomer or geometry (same formula, charge and spin)   353.4 kJ/mol
SMILES   [H]/N=c1\ccncnn1
Largest force on an atom   0.07560 Eh/bohr
HOMO   -9.121 eV
Molar mass   108.104 g mol⁻¹

The geometry in XYZ format:
```
12
Properties=species:S:1:pos:R:3:forces:R:3:mulliken_charge:R:1
N 0.96109 -1.20875 0.76026 -2.24 -0.95 0.62 -0.448
N 1.62577 0.61633 -0.75083 1.37 -0.34 1.35 -0.237
N -1.16065 1.81401 0.53990 0.02 0.59 -0.77 -0.609
N 0.67842 1.36274 -0.92371 -1.40 0.29 -0.98 -0.185
C -0.57217 1.06694 -0.27655 0.56 -2.71 0.73 0.597
C -0.96051 -0.43802 -0.54254 -0.04 3.07 0.43 -0.699
C -0.28920 -1.38457 0.06808 2.21 -2.41 -0.33 0.129
C 1.70023 -0.26625 0.44998 -1.96 1.45 -3.02 0.014
H 2.44762 0.13449 1.01243 2.59 0.24 1.71 0.405
H -2.03500 1.36129 0.77814 -0.21 0.00 0.45 0.274
H -1.85835 -0.58711 -1.08058 -0.80 -0.42 -0.39 0.401
H -0.53725 -2.47113 -0.03457 -0.10 1.20 0.19 0.358
```
Positions in Å, forces in eV/Å.


(2)
Entry from the Open Molecules 2025 dataset: a single C4H8N2O2 molecule in a non-equilibrium geometry (the ωB97M-V functional and the def2-TZVPD basis).

## Properties
2S+1   1
Electronic energy   -11351.6944 eV
Kohn-Sham gap   10.1 eV
LUMO level   0.63 eV
Energy relative to the best compared isomer or geometry (same formula, charge and spin)   233.3 kJ/mol
SMILES   NCC(=O)NCC=O
Largest force on an atom   0.07511 Eh/bohr
HOMO   -9.445 eV
Molar mass   116.120 g mol⁻¹

The geometry in XYZ format:
```
16
Properties=species:S:1:pos:R:3:forces:R:3:mulliken_charge:R:1
O -1.25099 1.78522 1.01823 1.10 -0.73 -0.35 -0.635
O 0.77922 -2.27776 -2.28715 1.71 -2.37 -2.52 -0.433
N 1.29215 1.32070 2.24082 -0.33 -1.69 1.03 -0.521
N -0.81229 0.23395 -0.58224 -0.77 2.06 0.14 -0.161
C -0.55228 0.83326 0.66325 -2.84 1.47 -1.16 0.412
C 0.29954 -1.22049 -2.13039 -0.23 0.97 2.98 0.020
C -0.47653 -1.12839 -0.85026 -1.20 0.27 -0.47 -0.484
C 0.52855 0.31550 1.56330 1.14 -0.65 -0.22 -0.470
H 0.07508 -0.31249 2.32661 -0.12 -0.28 -0.10 0.283
H 0.79822 1.71931 3.00353 -0.30 0.76 0.25 0.240
H 1.26485 -0.27845 1.00625 -0.37 -0.18 0.03 0.356
H 0.55348 -0.23833 -2.54735 0.08 0.01 -1.12 0.336
H -1.51067 0.73370 -1.28476 1.88 -1.37 2.61 0.285
H -1.41443 -1.67890 -0.99665 0.22 -0.38 0.23 0.305
H 0.13662 -1.63493 -0.07681 -0.60 0.58 -0.38 0.283
H 1.71635 1.94857 1.63512 0.63 1.54 -0.95 0.186
```
Positions in Å, forces in eV/Å.


(3)
Entry from the Open Molecules 2025 dataset: a molecular structure, C22H9F5N4PdS6Se in a non-equilibrium geometry (the ωB97M-V functional and the def2-TZVPD basis).

## Properties
2S+1   3
Electronic energy   -176343.6206 eV
<S²>   2.01
Kohn-Sham gap (spin up / spin down)   6.0 / 5.9 eV
LUMO level (spin up / spin down)   -1.47 / -1.55 eV
Largest force on an atom   0.05982 Eh/bohr
HOMO (spin up / spin down)   -7.452 / -7.426 eV
Molar mass   802.114 g mol⁻¹

The geometry in XYZ format:
```
48
Properties=species:S:1:pos:R:3:forces:R:3:mulliken_spin:R:1
Pd -0.69523 -0.13024 0.00517 -0.55 0.68 0.30 1.126
Se 2.42362 -2.64391 -6.72693 -0.29 1.07 -0.42 0.000
S 1.11880 1.35256 0.54147 0.75 -0.04 0.97 0.393
S -6.51197 -0.13229 4.60492 -0.54 -0.06 0.14 0.003
S -3.87299 -1.14574 3.73284 0.07 0.55 -0.68 0.005
S -4.92060 1.30385 2.50636 -0.04 -0.54 0.53 0.001
S -1.42443 -1.29620 1.98856 -0.15 0.24 0.09 0.209
S -2.47188 1.71756 0.72978 -0.11 0.02 1.22 0.113
F 1.54634 2.99924 5.50712 -0.06 -0.78 -0.70 0.000
F 1.58592 0.36879 6.39735 -0.15 0.10 0.77 0.002
F 1.72265 -1.31294 2.10708 -0.08 0.47 -0.32 0.001
F 1.38591 -1.64980 4.72747 0.55 1.04 -0.83 -0.001
F 1.28018 3.44866 2.72179 0.09 -1.62 1.20 -0.002
N 0.49618 -1.68049 -1.00471 -0.98 -0.77 1.84 0.073
N 1.34639 -1.19634 -6.40955 0.13 -0.26 -1.15 0.000
N 2.55162 -3.03735 -5.00535 -0.68 -0.14 -0.80 0.000
N -0.26283 0.68317 -2.21152 -1.19 0.99 0.45 0.059
C 1.72861 -2.22333 -4.41693 1.07 -0.42 2.03 0.001
C -1.72802 3.07978 1.74441 1.03 -2.75 0.91 -0.007
C 1.01392 -2.71952 -0.31353 0.91 1.46 -1.03 -0.002
C 1.50607 0.64591 5.11862 0.39 0.23 -1.51 0.029
C -5.22310 -0.01989 3.63938 1.07 0.43 -0.29 0.002
C 1.60491 -2.35302 -2.96937 -0.44 0.43 -0.33 0.014
C 0.26824 -0.26632 -2.93070 0.43 -0.39 -2.56 -0.009
C -0.73470 1.79781 -2.81595 0.05 -1.01 0.63 -0.003
C -2.81710 -0.38657 2.51624 -1.00 0.96 -0.53 0.007
C 1.10009 -1.16607 -5.14381 0.00 0.04 0.83 0.000
C -3.32343 0.80259 2.01967 1.21 -1.22 -0.27 -0.006
C -0.12028 1.03865 -4.93885 -0.46 -0.50 -0.34 -0.003
C 2.06064 -3.41547 -0.89414 -1.06 -0.03 1.32 0.002
C 0.39481 -0.11110 -4.35987 0.11 -0.57 0.39 0.000
C -0.72907 1.99994 -4.18323 0.29 1.26 1.53 0.004
C 0.74611 -1.49496 -2.28096 1.01 0.06 -0.36 0.001
C 1.49868 1.95711 4.63593 -0.43 0.83 -0.45 -0.013
C 1.59817 -0.18786 2.82820 -0.27 -0.21 0.66 0.046
C 2.30847 -3.26535 -2.21802 0.79 -1.37 -0.33 -0.001
C 1.43385 1.07744 2.28502 -0.56 1.43 0.62 -0.039
C 1.35704 2.16887 3.25542 0.69 -0.44 -1.53 -0.001
C 1.53086 -0.39197 4.19783 -0.40 -0.84 1.23 -0.014
H -2.45959 3.68997 2.14365 -1.93 0.83 1.00 0.007
H 0.76532 -2.85160 0.72277 -0.44 0.11 0.11 0.004
H 3.02244 -4.01369 -2.55947 -0.03 0.70 -0.88 0.000
H -0.20945 1.16933 -5.98689 0.62 -0.23 -1.00 0.000
H 2.62672 -4.09807 -0.29647 0.15 -0.42 0.16 0.000
H -1.20319 2.48434 -2.14467 -0.09 0.50 0.29 -0.003
H -1.06240 2.99525 -4.52372 -0.01 -0.96 -0.25 0.001
H -1.21371 3.69978 1.09784 1.46 0.97 -1.52 -0.001
H -1.03859 2.70948 2.55978 -0.92 0.18 -1.13 0.003
```
Positions in Å, forces in eV/Å.


The lowest largest force on an atom belongs to which entry? C22H9F5N4PdS6Se


Copy entry 2 word for word.
Entry from the Open Molecules 2025 dataset: a single C4H8N2O2 molecule in a non-equilibrium geometry (the ωB97M-V functional and the def2-TZVPD basis).

## Properties
2S+1   1
Electronic energy   -11351.6944 eV
Kohn-Sham gap   10.1 eV
LUMO level   0.63 eV
Energy relative to the best compared isomer or geometry (same formula, charge and spin)   233.3 kJ/mol
SMILES   NCC(=O)NCC=O
Largest force on an atom   0.07511 Eh/bohr
HOMO   -9.445 eV
Molar mass   116.120 g mol⁻¹

The geometry in XYZ format:
```
16
Properties=species:S:1:pos:R:3:forces:R:3:mulliken_charge:R:1
O -1.25099 1.78522 1.01823 1.10 -0.73 -0.35 -0.635
O 0.77922 -2.27776 -2.28715 1.71 -2.37 -2.52 -0.433
N 1.29215 1.32070 2.24082 -0.33 -1.69 1.03 -0.521
N -0.81229 0.23395 -0.58224 -0.77 2.06 0.14 -0.161
C -0.55228 0.83326 0.66325 -2.84 1.47 -1.16 0.412
C 0.29954 -1.22049 -2.13039 -0.23 0.97 2.98 0.020
C -0.47653 -1.12839 -0.85026 -1.20 0.27 -0.47 -0.484
C 0.52855 0.31550 1.56330 1.14 -0.65 -0.22 -0.470
H 0.07508 -0.31249 2.32661 -0.12 -0.28 -0.10 0.283
H 0.79822 1.71931 3.00353 -0.30 0.76 0.25 0.240
H 1.26485 -0.27845 1.00625 -0.37 -0.18 0.03 0.356
H 0.55348 -0.23833 -2.54735 0.08 0.01 -1.12 0.336
H -1.51067 0.73370 -1.28476 1.88 -1.37 2.61 0.285
H -1.41443 -1.67890 -0.99665 0.22 -0.38 0.23 0.305
H 0.13662 -1.63493 -0.07681 -0.60 0.58 -0.38 0.283
H 1.71635 1.94857 1.63512 0.63 1.54 -0.95 0.186
```
Positions in Å, forces in eV/Å.


Which value of electronic energy does entry 1 give? -10169.1750 eV


Which value of largest force on an atom does entry 1 give? 0.07560 Eh/bohr